{"formula": "C2H4BrN", "method": "ωB97M-V/def2-TZVPD", "species": ["C", "C", "N", "Br", "H", "H", "H", "H"], "xyz": [[-0.021, 0.161, -0.343], [0.197, -0.695, 0.808], [0.396, 0.316, -1.465], [-0.169, 1.215, -2.858], [-1.126, 1.518, 0.643], [0.465, -1.808, 0.548], [-0.728, -0.543, 1.279], [0.985, -0.164, 1.387]], "atomic_forces_ev_per_a": [[-1.4, 3.0, 0.8], [1.8, -1.6, -0.5], [0.6, -2.0, 0.8], [-0.6, 1.3, -1.1], [1.3, -1.6, -1.8], [-0.4, 2.2, 0.5], [-0.9, -0.7, 1.3], [-0.4, -0.6, -0.1]], "mulliken_charge": [0.05, -0.82, -0.20, 0.06, 0.02, 0.27, 0.33, 0.28], "e_homo_ev": [-8.418, -8.423], "gap_ev": [8.1, 8.2], "e_tot_ev": -73666.17341}